1.
The following is a DFT calculation (ωB97M-V with the def2-TZVPD basis set) of a cluster of 2 separate species, C2H8N3O in total.

Last column: natural (NBO) charge in e.
Atoms and positions in Å:
C  -1.92069  0.53770  -0.22783  0.57
N  -2.65933  0.49050  -1.32498  -0.76
O  -0.82390  -0.00276  0.03890  -0.72
H  -2.27448  1.16994  0.61615  0.14
H  -3.44539  1.06987  -1.42312  0.42
H  -2.05886  0.51364  -2.15087  0.41
N  1.73918  -1.17495  -0.26155  -0.72
C  2.24591  -0.45428  0.69038  0.40
N  1.46478  0.50540  1.15508  -0.73
H  0.88758  -0.71814  -0.58385  0.45
H  2.00207  -2.15682  -0.44037  0.44
H  3.29006  -0.58457  0.86982  0.23
H  2.00287  1.04810  1.78222  0.41
H  0.42364  0.43290  1.26364  0.48

Properties
highest occupied orbital energy	-14.619	eV
total charge	+1
gap between HOMO and LUMO	11.184	eV



2.
The following is a DFT calculation (ωB97M-V with the def2-TZVPD basis set) of the ion C2H8N3O with charge +1.

Last column: natural (NBO) charge in e.
Atoms and positions in Å:
N  -1.99558  -0.43698  -0.50492  -0.82
C  -0.83646  0.00606  0.11516  0.63
N  -0.66261  1.32517  0.39233  -0.84
O  -0.11751  -0.88027  0.88630  -0.48
C  0.55798  -0.80040  -0.32668  0.04
N  1.85291  -0.03373  -0.13805  -0.71
H  -2.12272  -1.38959  -0.52266  0.42
H  -2.71323  0.31473  -0.44331  0.41
H  -0.00679  1.51688  1.16133  0.39
H  -1.49904  1.92964  0.35903  0.42
H  0.85289  -1.72024  -0.96207  0.21
H  2.27209  0.21461  -0.95977  0.44
H  1.76474  0.70053  0.63341  0.45
H  2.65333  -0.74642  0.30991  0.44

Properties
highest occupied orbital energy	-13.068	eV
total charge	+1
gap between HOMO and LUMO	9.377	eV
SMILES	NC1(N)O[C@@H]1[NH3+]



Of them, 1 has the highest stability.